Entry 1:
DFT (ωB97M-V/def2-TZVPD) results for a molecular structure, C33H46MnP2Si.

Calculated values
Total charge = 0
Lowest unoccupied orbital energy (alpha / beta) = 0.10 / -0.08 eV
Max |F| = 0.046 Eh/bohr
Spin multiplicity = 6
⟨S²⟩ = 8.82
Kohn-Sham gap (alpha / beta) = 4.9 / 6.7 eV

```
83
Properties=species:S:1:pos:R:3:forces:R:3:lowdin_spin:R:1
P 1.0172 5.6103 -0.3121 1.03 2.10 0.42 0.002
P 3.7764 4.1734 -1.3154 0.76 1.65 -0.12 0.001
C 2.5951 6.6402 -0.5222 -0.50 -0.08 0.25 0.001
C 3.5778 6.0361 -1.5166 0.35 -0.65 -0.20 0.000
H 3.0457 6.7696 0.4764 -0.04 -0.03 -0.37 0.000
H 2.2538 7.6226 -0.8880 0.30 -0.11 0.33 0.000
H 3.2833 6.2163 -2.5643 0.05 0.10 0.38 0.000
H 4.5902 6.4363 -1.3515 -0.28 0.18 -0.33 0.000
C 4.9441 4.3329 0.1004 0.31 -0.15 -0.13 0.001
H 5.3376 3.3410 0.3537 0.02 0.24 0.11 0.000
H 4.4742 4.7801 0.9881 0.10 -0.18 -0.29 0.000
H 5.7554 4.9814 -0.2621 -0.03 -0.21 0.42 0.000
C 4.9993 3.8936 -2.6308 0.32 0.13 0.02 0.000
H 5.8558 4.5472 -2.4074 -0.02 -0.28 -0.46 0.000
H 4.5620 4.1404 -3.6075 0.22 -0.14 0.19 0.000
H 5.2997 2.8393 -2.5995 0.07 0.24 -0.19 0.000
C 0.1804 6.8042 0.8038 -0.06 0.17 -0.13 0.001
H -0.8519 6.4605 0.9519 0.19 0.26 0.12 0.000
H 0.1927 7.7913 0.3073 -0.16 -0.23 0.50 0.000
H 0.7060 6.8516 1.7687 -0.26 0.01 -0.24 0.000
C 0.3236 6.2814 -1.8771 -0.42 -0.09 -0.04 0.000
H 0.8836 5.9536 -2.7592 -0.14 0.00 0.16 0.000
H 0.3779 7.3766 -1.7928 -0.14 -0.29 -0.27 0.000
H -0.7219 5.9746 -1.9678 0.04 0.07 -0.22 0.000
Mn 0.1446 0.5987 -0.2506 0.66 -1.40 0.06 4.413
C 2.4498 1.0078 -1.2186 0.73 0.23 1.35 0.043
C 2.6474 1.1524 0.1406 0.26 -0.46 -1.93 0.011
C 2.4960 2.3991 0.9457 0.07 1.56 0.46 0.007
C 1.1663 2.8646 1.5961 0.91 -0.67 0.97 0.042
C -0.0871 2.8333 0.8174 -0.74 0.51 -1.84 0.163
C -0.2595 2.7971 -0.5769 -0.15 0.09 1.87 0.020
C 0.8477 3.0260 -1.5668 1.13 0.21 -0.18 0.012
C 1.7333 1.9178 -2.1805 -0.68 0.14 -0.38 0.020
C -1.6846 -0.0729 0.1748 -1.17 0.32 -0.44 0.056
H 2.9157 0.1399 -1.7016 -0.44 0.08 0.41 0.001
H 3.1858 0.3333 0.6400 -0.39 0.21 -0.36 0.001
H 2.8334 3.2565 0.3232 -0.52 -0.97 0.59 0.000
H 3.2410 2.3791 1.7610 -0.33 -0.22 -0.22 0.000
H 1.0054 2.2663 2.5148 -0.03 0.21 -0.29 0.006
H 1.3904 3.8884 1.9633 -0.31 -0.30 -0.14 0.014
H -0.9932 2.8902 1.4279 0.17 -0.17 -0.28 0.008
H -1.2866 2.9470 -0.9363 0.36 -0.37 0.18 0.007
H 1.5925 3.6760 -1.0498 -0.91 -0.85 -0.72 0.000
H 0.4688 3.6323 -2.4020 -0.08 -0.26 0.17 0.001
H 1.1598 1.3136 -2.9132 0.24 0.05 0.32 0.004
H 2.4798 2.4725 -2.7846 -0.29 -0.46 0.15 0.005
H -2.0725 -0.8116 -0.5351 -0.22 0.08 0.26 0.017
H -2.2417 0.8696 0.0743 -0.51 -0.27 0.10 0.024
H -1.7749 -0.4522 1.1995 0.08 0.09 -0.18 0.007
C 4.7460 -4.1845 -0.2197 -0.17 0.05 0.20 0.005
C 4.3367 -3.3230 -1.2432 -0.17 0.13 -0.11 0.000
C 3.1222 -2.6321 -1.1482 0.42 -0.42 0.53 0.006
C 2.3110 -2.7527 -0.0004 0.28 -0.30 -0.12 0.013
C 2.7565 -3.5793 1.0418 0.76 -0.33 -0.34 0.006
C 3.9538 -4.3139 0.9265 -0.24 0.37 -0.20 0.000
Si 0.6039 -1.9319 0.0056 0.55 0.57 0.22 0.053
C -0.1851 -2.7972 -1.4821 -0.16 0.31 -0.41 -0.002
C -0.6627 -2.0651 -2.5916 -0.06 -0.82 0.15 0.004
C -1.2499 -2.7261 -3.6757 0.08 -0.15 0.03 0.001
C -1.3585 -4.1250 -3.6854 0.29 0.30 0.54 0.000
C -0.8515 -4.8587 -2.6008 -0.08 0.24 -0.23 0.000
C -0.2600 -4.1931 -1.5215 -0.21 -0.36 -0.36 0.000
C -0.1979 -2.6048 1.5764 -0.25 -0.08 0.08 0.009
C -1.2691 -3.5076 1.5375 -0.06 -0.06 0.80 0.002
C -1.8340 -4.0003 2.7277 0.18 0.17 -0.21 0.000
C -1.3491 -3.5746 3.9661 0.13 0.12 -0.17 0.001
C -0.3072 -2.6371 4.0160 0.05 -0.05 -0.35 0.000
C 0.2644 -2.1573 2.8288 -0.53 -0.44 0.27 0.005
H 5.6744 -4.7565 -0.3142 -0.33 0.24 0.02 0.000
H 4.9608 -3.1992 -2.1346 -0.22 -0.11 0.30 0.000
H 2.7898 -2.0131 -1.9832 0.05 -0.16 0.12 0.000
H 2.1627 -3.6842 1.9467 0.05 -0.04 -0.18 0.000
H 4.2547 -4.9894 1.7306 -0.06 0.21 -0.23 0.000
H -0.5844 -0.9733 -2.6051 -0.09 -0.29 0.05 0.005
H -1.6271 -2.1445 -4.5179 0.08 -0.17 0.16 0.000
H -1.8250 -4.6321 -4.5267 0.08 0.08 0.15 0.000
H -0.9207 -5.9508 -2.5998 0.04 0.38 -0.02 0.000
H 0.1454 -4.7932 -0.6965 -0.14 0.31 -0.29 0.000
H -1.6765 -3.8366 0.5816 0.12 0.07 0.25 0.000
H -2.6517 -4.7234 2.6729 0.23 0.24 0.07 0.000
H -1.7773 -3.9688 4.8909 0.12 0.15 -0.29 0.000
H 0.0691 -2.2878 4.9790 -0.11 -0.10 -0.23 0.000
H 1.0810 -1.4317 2.8819 -0.19 -0.17 -0.03 0.002
```
Positions in Å, forces in eV/Å.

---

Entry 2:
DFT (ωB97M-V/def2-TZVPD) results for a molecular structure, C33H47As2IN4RbSi.

Calculated values
Total charge = +1
Lowest unoccupied orbital energy = -2.31 eV
Max |F| = 0.004 Eh/bohr
Kohn-Sham gap = 6.4 eV

```
89
Properties=species:S:1:pos:R:3:forces:R:3:lowdin_charge:R:1
Rb 0.9438 -1.1160 0.7111 0.10 0.13 0.11 0.462
N -3.6429 -2.2253 0.6759 0.01 -0.02 -0.04 0.214
C -2.4409 -2.5360 1.5212 -0.10 0.08 -0.01 -0.327
C -2.8105 -2.5865 2.9888 -0.03 0.03 -0.02 -0.097
C -1.5452 -2.8739 3.7947 0.00 0.02 0.00 -0.372
N -0.5633 -1.8070 3.5442 0.01 -0.04 0.01 0.038
C -1.0009 -4.2442 3.3995 0.02 -0.02 -0.01 -0.105
C -0.7564 -4.4736 1.9021 0.01 -0.06 0.06 -0.366
N 0.5870 -4.0103 1.5171 -0.09 0.01 -0.03 -0.013
C -1.8333 -3.8357 1.0107 -0.09 -0.04 -0.03 -0.087
H -4.1808 -1.4368 1.0729 -0.02 0.03 0.01 0.102
H -4.2602 -3.0253 0.5462 0.01 -0.01 -0.01 0.171
H -3.3159 -1.8732 -0.2350 0.01 0.03 0.00 0.126
H -1.8121 -1.6615 1.3422 0.13 -0.13 -0.01 0.041
H -3.5488 -3.3712 3.1859 0.01 0.00 0.00 0.137
H -3.2521 -1.6336 3.2940 0.00 0.00 0.00 0.124
H -1.8236 -2.9257 4.8530 0.00 -0.01 0.00 0.144
H 0.2972 -2.0140 4.0401 -0.01 -0.01 0.01 0.083
H -0.9053 -0.9298 3.9250 0.00 0.00 0.00 0.091
H -1.7205 -4.9890 3.7484 -0.01 0.01 0.00 0.128
H -0.0750 -4.4479 3.9455 0.00 -0.01 0.00 0.123
H -0.8384 -5.5539 1.7377 0.04 0.00 0.00 0.139
H 0.7922 -4.3344 0.5753 -0.01 0.00 0.00 0.071
H 1.2629 -4.4730 2.1166 0.06 0.05 -0.02 0.083
H -2.6484 -4.5639 0.9122 0.02 0.01 0.03 0.131
H -1.4313 -3.6893 0.0025 0.00 0.00 0.00 0.126
C 3.1786 2.7933 3.5220 0.00 0.00 0.00 -0.309
As 3.3265 1.3206 2.2414 0.00 -0.01 0.00 1.083
C 4.7717 0.3447 3.1363 -0.01 0.00 0.00 -0.327
C 4.3560 2.2373 0.8477 0.01 0.00 0.00 -0.436
C 5.6568 2.6554 1.1181 0.00 -0.01 0.00 -0.116
C 6.4225 3.2878 0.1515 0.00 0.00 0.00 -0.076
C 5.8853 3.5111 -1.1058 0.00 0.00 0.00 -0.074
C 4.5849 3.1162 -1.3813 -0.01 0.00 0.01 -0.108
C 3.8032 2.4837 -0.4164 0.01 0.00 -0.01 -0.431
As 1.9476 1.9731 -0.8026 -0.03 0.01 0.00 1.082
C 1.7747 2.5708 -2.6541 0.00 0.00 0.00 -0.305
C 1.0946 3.5113 0.0590 0.00 0.00 -0.01 -0.291
H 4.1556 3.2448 3.6906 0.00 0.00 0.00 0.029
H 2.7868 2.4138 4.4652 0.00 0.00 0.00 0.022
H 2.4980 3.5506 3.1374 0.00 0.00 0.00 0.012
H 5.5338 1.0120 3.5344 0.00 0.00 0.00 0.019
H 5.2339 -0.3496 2.4359 0.00 0.00 0.00 0.027
H 4.3437 -0.2219 3.9630 0.00 0.00 0.00 0.017
H 6.0905 2.4875 2.0962 0.00 0.00 0.00 0.088
H 7.4326 3.6015 0.3802 0.00 0.00 0.00 0.108
H 6.4741 3.9986 -1.8721 0.00 0.00 0.00 0.108
H 4.1807 3.3108 -2.3656 0.00 0.00 0.00 0.083
H 2.0080 3.6293 -2.7647 0.00 0.00 0.00 0.036
H 0.7372 2.4062 -2.9496 0.00 0.00 0.00 -0.002
H 2.4238 1.9810 -3.3012 0.00 0.00 0.00 0.026
H 1.5980 4.4319 -0.2335 0.00 0.00 0.00 0.040
H 1.1387 3.3973 1.1413 0.00 0.00 0.00 0.002
H 0.0485 3.5423 -0.2390 0.00 0.00 -0.01 -0.012
C -1.7621 2.8309 -4.5256 0.00 -0.01 0.00 -0.092
C -1.7020 1.4493 -4.4142 0.00 0.02 -0.01 -0.104
C -1.7590 0.8527 -3.1594 0.01 -0.01 0.01 -0.164
C -1.8930 1.6049 -1.9881 0.04 0.00 -0.01 -0.392
C -1.9675 2.9952 -2.1336 -0.04 0.01 0.00 -0.127
C -1.8980 3.6037 -3.3791 0.00 0.00 0.00 -0.087
Si -1.9479 0.7405 -0.2874 -0.06 -0.06 -0.06 0.616
C -3.8233 0.6878 0.1178 0.00 0.04 0.01 -0.397
C -4.7915 0.3618 -0.8417 0.01 -0.01 -0.01 -0.121
C -6.0950 0.0331 -0.4877 0.00 0.00 0.03 -0.088
C -6.4795 0.0264 0.8493 0.00 0.00 -0.01 -0.100
C -5.5532 0.3930 1.8204 0.00 0.00 0.01 -0.108
C -4.2507 0.7220 1.4543 -0.02 0.00 0.00 -0.166
H -1.7107 3.3031 -5.4983 0.00 0.00 0.00 0.103
H -1.6111 0.8371 -5.3039 -0.01 0.00 -0.01 0.102
H -1.6907 -0.2301 -3.0903 -0.04 0.02 0.00 0.081
H -2.0961 3.6144 -1.2526 0.01 0.00 0.00 0.095
H -1.9565 4.6822 -3.4584 0.00 0.00 0.00 0.105
H -1.5733 1.8780 0.6384 0.04 -0.02 0.01 -0.057
H -4.5148 0.3569 -1.8923 0.00 0.00 0.01 0.101
H -6.8178 -0.2118 -1.2567 0.00 0.00 0.00 0.105
H -7.4939 -0.2271 1.1275 0.00 0.00 0.00 0.102
H -5.8509 0.4347 2.8616 0.00 0.00 0.00 0.105
H -3.5429 1.0098 2.2273 0.01 0.00 0.01 0.097
I 3.5265 -4.5278 -5.0237 0.00 0.00 0.00 0.912
C 2.4341 -3.0381 -4.0696 0.00 0.00 0.01 -0.727
C 1.9682 -1.9323 -4.7647 0.00 0.00 -0.01 -0.118
C 1.2449 -0.9772 -4.0700 0.00 -0.02 0.00 -0.043
C 1.0204 -1.1661 -2.7161 0.00 0.00 0.00 -0.191
N 1.4678 -2.2270 -2.0405 0.00 0.01 0.00 -0.009
C 2.1627 -3.1434 -2.7134 0.01 0.00 0.00 -0.224
H 2.1652 -1.8213 -5.8225 0.00 0.00 0.00 0.105
H 0.8532 -0.0974 -4.5630 0.01 0.00 0.00 0.104
H 0.4514 -0.4309 -2.1549 0.00 -0.02 -0.01 0.030
H 2.5234 -3.9972 -2.1513 0.00 0.00 0.00 0.093
```
Positions in Å, forces in eV/Å.

---

Short version: energy = -3408.0447, -6587.2987 Ha, in the order given.